No. 1
Molecular formula: C42H112N2O18
Method: DFT, ωB97M-V/def2-TZVPD

The expectation value of S² is 0.75. As for the spin multiplicity: 2. Its largest force on an atom is 3.20 eV/Å. The calculation puts the LUMO energy (spin up / spin down) at 1.94 / 1.91 eV. Its HOMO energy (spin up / spin down) is 0.27 / -6.95 eV. Its total charge is -1.

Last column: Mulliken spin population.
Positions of all 174 atoms, in Å:
C 2.4196 2.4299 -4.6874  0.179
C 2.2486 3.9369 -5.1840  0.797
O 3.1227 4.8858 -4.5482  -0.655
O 3.7446 2.0581 -4.8860  -0.185
H 1.8712 1.6341 -5.1916  -0.129
H 2.1013 2.3956 -3.6455  -0.068
H 1.2219 4.2756 -5.0454  0.323
H 2.3651 3.8801 -6.2662  -0.029
H 2.6883 5.7291 -4.6955  0.135
H 4.1005 2.2904 -5.7468  0.015
C 5.0125 0.8393 2.8639  0.002
C 5.1130 -0.4938 1.9936  0.003
O 3.9032 -1.1307 1.9765  0.000
O 6.0186 1.7524 2.6263  0.000
H 5.1323 0.5900 3.9182  0.000
H 4.0153 1.2793 2.8555  -0.001
H 5.8840 -1.1230 2.4381  0.000
H 5.4496 -0.1842 1.0041  0.000
H 4.0288 -1.9152 1.4376  0.000
H 6.1154 1.8040 1.6726  0.001
C 4.7344 2.5893 -0.2886  -0.072
C 4.4402 2.8024 -1.7985  -0.014
O 5.0142 1.8210 -2.5872  0.034
O 6.1115 2.5698 0.0737  -0.009
H 4.1411 1.7273 0.0165  0.023
H 4.3317 3.4493 0.2466  0.014
H 4.9172 3.7237 -2.1330  0.068
H 3.3603 2.8749 -1.9274  0.073
H 4.4185 1.7750 -3.3386  0.038
H 6.5157 3.3733 -0.2617  -0.001
C -6.4257 -0.1304 -1.3189  0.048
O -5.4214 -0.0341 -2.2493  -0.069
C -4.3337 -0.8942 -2.0866  0.004
C -3.2167 -0.6895 -3.1720  -0.485
N -3.7882 -0.7683 -4.4552  -0.037
C -4.3054 -2.0984 -4.8311  -0.067
C -4.9603 -2.1014 -6.2202  0.049
O -5.3819 -3.4074 -6.4509  -0.030
C -6.2068 -3.4851 -7.6299  0.005
H -7.2365 0.5677 -1.5271  -0.005
H -6.0525 -0.0650 -0.2969  0.007
H -6.8525 -1.1270 -1.4320  0.003
H -4.8025 -1.8782 -2.0794  -0.002
H -3.9016 -0.8482 -1.0870  0.013
H -2.4429 -1.4568 -3.1488  0.022
H -2.6737 0.2556 -3.1818  0.427
H -4.5652 -0.1231 -4.4632  -0.031
H -5.0103 -2.4284 -4.0679  0.004
H -3.4538 -2.7777 -4.8686  -0.006
H -4.2728 -1.7832 -7.0040  0.030
H -5.7256 -1.3261 -6.2558  0.038
H -6.6281 -4.4831 -7.7510  0.000
H -5.5667 -3.3876 -8.5068  -0.004
H -7.0388 -2.7907 -7.5126  0.000
C 1.7965 2.3709 11.6852  0.000
O 1.1978 1.8168 10.4662  0.000
C 1.3978 0.4180 10.3504  0.000
C 0.9376 0.0483 8.8890  0.000
N 1.9759 0.3799 7.8988  0.000
C 1.6887 -0.2498 6.6373  0.000
C 2.3980 0.3681 5.4828  0.001
O 2.0319 1.7230 5.1767  0.001
C 0.9543 1.8035 4.3095  -0.006
H 2.8750 2.2454 11.7805  0.000
H 1.2551 1.9271 12.5207  0.000
H 1.5377 3.4287 11.7315  0.000
H 0.8433 0.0020 11.1915  0.000
H 2.4344 0.1478 10.5520  0.000
H 0.0040 0.5213 8.5842  0.000
H 0.6915 -1.0121 8.9440  0.000
H 1.9430 1.3752 7.7308  0.000
H 0.6141 -0.1265 6.5031  0.000
H 1.9714 -1.3024 6.6526  0.000
H 2.2974 -0.2091 4.5637  0.000
H 3.4515 0.3630 5.7625  0.000
H 0.1660 1.0596 4.4250  0.000
H 1.3601 1.6831 3.3050  0.004
H 0.4994 2.7931 4.2655  0.003
C 0.2977 -3.2325 3.1469  0.000
C -0.8255 -2.2674 2.8410  0.004
C -2.1663 -2.9604 2.7352  0.000
O -0.8181 -1.3627 3.8949  -0.002
H 1.3052 -2.8168 3.1587  0.000
H 0.2769 -3.8936 2.2805  0.000
H 0.2402 -3.8433 4.0478  0.000
H -0.6312 -1.7670 1.8924  -0.001
H -2.3267 -3.5280 1.8186  0.000
H -2.9631 -2.2296 2.8737  0.001
H -2.3444 -3.7101 3.5061  0.000
H -1.4414 -0.6787 3.6396  0.001
C 0.1690 -2.3093 -4.7962  0.132
C -0.6912 -3.2477 -5.5161  -0.074
C -1.1692 -2.5487 -6.7838  0.144
O 0.0278 -4.3794 -5.9602  -0.018
H 0.8657 -2.8197 -4.1312  0.039
H -0.4167 -1.5761 -4.2418  -0.014
H 0.7774 -1.6436 -5.4084  -0.056
H -1.5161 -3.5047 -4.8516  -0.005
H -1.6970 -1.6191 -6.5711  0.012
H -1.7700 -3.1870 -7.4316  0.017
H -0.3891 -2.2780 -7.4953  -0.063
H -0.6441 -4.8807 -6.4279  0.005
C -2.6906 1.2319 1.8706  -0.047
C -3.2240 1.6377 3.2747  0.017
C -4.7284 1.5867 3.4725  0.013
O -2.6774 0.6695 4.1454  -0.008
H -1.6030 1.1897 1.8111  -0.009
H -2.9686 1.9621 1.1106  0.012
H -3.0301 0.2854 1.4498  -0.004
H -2.7896 2.5777 3.6150  0.012
H -5.1112 0.6023 3.2034  0.003
H -5.3183 2.3740 3.0033  -0.006
H -4.9895 1.7779 4.5134  -0.001
H -3.3917 0.3410 4.6964  -0.001
C -1.3069 4.8758 -2.8509  0.994
C -1.6780 3.4847 -2.1355  -2.132
C -3.1621 3.3447 -1.8246  0.582
O -1.1454 2.3916 -2.9010  0.346
H -0.2263 4.8066 -2.9763  0.250
H -1.3513 5.8305 -2.3268  0.036
H -1.7991 4.9386 -3.8214  -0.626
H -1.0727 3.3197 -1.2442  0.242
H -3.8146 3.6564 -2.6402  0.061
H -3.3676 3.8481 -0.8799  -0.024
H -3.4270 2.3018 -1.6505  -0.035
H -1.3567 2.4361 -3.8364  0.284
C 2.4817 -5.1990 0.2902  -0.001
C 3.6194 -4.3020 -0.2850  0.001
C 2.9575 -3.0734 -0.8886  0.003
O 4.4860 -3.8541 0.7264  -0.001
H 1.7387 -5.5127 -0.4430  0.001
H 1.9459 -4.8243 1.1623  0.000
H 2.8473 -6.1330 0.7169  0.000
H 4.0701 -4.8303 -1.1252  -0.001
H 2.4530 -2.3642 -0.2323  0.007
H 2.1951 -3.2720 -1.6419  -0.012
H 3.7141 -2.4288 -1.3360  0.009
H 5.1132 -4.5555 0.9168  0.001
C -0.1728 4.4417 1.4609  0.120
C 1.2824 4.6811 1.0520  -0.097
C 1.5499 5.5995 -0.1994  -0.194
O 1.9260 5.1973 2.1819  0.013
H -0.1924 3.9775 2.4469  -0.013
H -0.7385 3.8880 0.7116  -0.003
H -0.7607 5.3525 1.5748  0.015
H 1.6408 3.6640 0.8933  -0.009
H 2.5747 5.5299 -0.5641  0.077
H 1.4027 6.6054 0.1936  -0.029
H 0.9022 5.3005 -1.0236  0.093
H 2.8007 5.4357 1.8662  0.002
C -0.8860 -3.2388 -1.3214  0.002
C -1.7955 -4.3719 -1.7291  0.004
C -1.0628 -5.7010 -1.9782  -0.001
O -2.7388 -4.6053 -0.7114  -0.003
H -0.0685 -3.3295 -2.0366  0.002
H -0.4476 -3.2819 -0.3243  0.005
H -1.3991 -2.2788 -1.3773  -0.006
H -2.2956 -4.0894 -2.6555  -0.001
H -1.6949 -6.5230 -2.3142  0.001
H -0.4902 -6.0305 -1.1113  -0.002
H -0.3616 -5.6463 -2.8110  0.003
H -3.5269 -4.9290 -1.1538  0.001
C 1.1153 0.1397 0.4922  -0.074
C 0.6515 0.6215 -0.8826  0.505
C 1.3779 0.0554 -2.1173  -0.029
O -0.7497 0.3821 -1.0127  0.021
H 0.9362 -0.9349 0.5267  -0.009
H 0.6808 0.6011 1.3790  0.006
H 2.1901 0.3010 0.5756  0.004
H 0.8326 1.6962 -0.8688  -0.075
H 1.1064 -0.9919 -2.2494  0.026
H 2.4557 0.2155 -2.0885  -0.039
H 0.8498 0.5994 -2.9005  0.074
H -1.0357 0.8747 -1.7855  0.064


No. 2
Molecular formula: C42H112N8O12
Method: DFT, ωB97M-V/def2-TZVPD

Its largest force on an atom is 3.44 eV/Å. The calculation puts the LUMO energy at 0.29 eV. Its HOMO energy is -8.55 eV. Its structure (SMILES) is COC[C@H](C)N.COC[C@H](C)N.COC[C@H](C)N.COC[C@H](C)N.COC[C@H](C)N.COC[C@H](C)N.COCCNCCOC.COCCNCCOC.CC(C)O.CC(C)O. The value obtained for the energy above the lowest of the compared OMol25 structures with the same formula, charge and spin is 9.0038 eV.

Last column: Mulliken charge in e.
Positions of all 174 atoms, in Å:
C -6.7584 -1.6527 -11.4610  -0.807
O -5.8054 -0.6843 -10.9854  -0.323
C -4.7471 -1.3222 -10.3157  -0.548
C -5.1082 -1.9264 -8.9448  0.763
C -5.4763 -0.9156 -7.9472  -1.636
N -4.0531 -2.6942 -8.2415  -0.769
H -6.5483 -2.0457 -12.4558  0.323
H -7.7616 -1.2489 -11.3244  0.316
H -6.8302 -2.5642 -10.8677  0.318
H -4.2395 -2.0487 -10.9503  0.301
H -4.0669 -0.4888 -10.1395  0.280
H -6.0143 -2.5256 -9.0346  0.121
H -6.3750 -0.4406 -8.3405  0.353
H -4.6507 -0.2169 -7.8119  0.357
H -5.7111 -1.4267 -7.0135  0.431
H -4.1885 -2.7231 -7.2411  0.259
H -4.2576 -3.6441 -8.5172  0.260
C 0.1600 5.2289 -9.8391  -0.764
O 0.2465 6.6247 -9.3152  -0.383
C -0.5844 7.5600 -10.0919  -0.876
C 0.2004 7.9906 -11.2774  0.678
C -0.2138 9.4431 -11.6460  -1.390
N -0.1024 7.1498 -12.4440  -0.695
H 1.0652 5.0680 -10.4246  0.247
H -0.7793 5.0574 -10.3649  0.383
H 0.0728 4.5827 -8.9657  0.233
H -1.6058 7.2656 -10.3331  0.414
H -0.7260 8.4966 -9.5526  0.378
H 1.2272 8.1315 -10.9401  0.178
H 0.1484 9.7622 -12.6233  0.368
H 0.3375 10.0935 -10.9671  0.402
H -1.2683 9.6851 -11.5131  0.306
H 0.4995 7.4818 -13.1840  0.256
H 0.2224 6.2176 -12.2305  0.266
C 8.0900 3.1642 -0.3677  -0.734
O 8.6429 2.0278 0.1644  -0.313
C 7.9378 0.8075 -0.1795  -0.631
C 8.8198 -0.4297 0.2198  0.472
C 8.2002 -1.7394 -0.0821  -1.538
N 9.2967 -0.4698 1.5935  -0.760
H 7.0680 3.2101 0.0084  0.315
H 8.2192 3.1840 -1.4498  0.284
H 8.6922 3.9618 0.0675  0.246
H 6.9510 0.7150 0.2741  0.385
H 7.7446 0.7668 -1.2515  0.380
H 9.7615 -0.4120 -0.3289  0.290
H 8.0730 -1.8680 -1.1570  0.330
H 7.2509 -1.7808 0.4520  0.329
H 8.5232 -2.6826 0.3586  0.387
H 9.4582 0.5024 1.8147  0.289
H 10.2946 -0.6252 1.5815  0.274
C 3.5469 -4.1758 9.5743  -0.681
O 3.9354 -3.4596 8.4946  -0.322
C 5.3160 -3.5405 8.1420  -0.755
C 5.7028 -2.6676 7.0239  0.500
C 5.1466 -3.0898 5.6348  -1.473
N 7.1756 -2.4066 6.9758  -0.690
H 2.5635 -3.8550 9.9182  0.229
H 4.3498 -4.1057 10.3081  0.300
H 3.3749 -5.2216 9.3196  0.274
H 5.8088 -3.1481 9.0316  0.422
H 5.6270 -4.5805 8.0430  0.382
H 5.2392 -1.7032 7.2314  0.128
H 5.5892 -4.0360 5.3236  0.358
H 5.4013 -2.4087 4.8228  0.375
H 4.0734 -3.2807 5.6440  0.369
H 7.3770 -2.3815 5.9864  0.290
H 7.5375 -3.3237 7.1951  0.291
C -6.1611 -4.4337 8.8709  -0.771
O -6.1425 -4.0690 10.2346  -0.328
C -7.4049 -3.4445 10.5616  -0.698
C -7.4597 -3.2923 12.1334  0.436
C -7.9536 -4.5824 12.7711  -1.210
N -8.3342 -2.1343 12.5404  -0.663
H -6.0581 -3.5427 8.2516  0.304
H -7.0087 -5.0409 8.5532  0.315
H -5.3173 -5.0533 8.5674  0.278
H -7.3275 -2.4273 10.1776  0.329
H -8.3646 -3.7025 10.1137  0.423
H -6.4257 -3.1408 12.4432  0.227
H -8.9665 -4.6738 12.3790  0.298
H -7.9536 -4.4253 13.8497  0.360
H -7.2716 -5.3643 12.4369  0.295
H -8.3175 -1.2799 12.0020  0.195
H -8.2340 -1.8844 13.5139  0.212
C -1.4980 -9.0365 2.3072  -0.771
O -0.9068 -8.8609 1.0409  -0.277
C 0.2272 -9.6648 0.8281  -0.604
C 0.7572 -9.6503 -0.6969  0.276
C -0.3685 -9.9995 -1.6401  -1.292
N 1.8272 -10.7215 -0.8071  -0.754
H -0.8345 -8.5842 3.0443  0.321
H -1.5268 -10.0743 2.6393  0.317
H -2.5127 -8.6968 2.5150  0.279
H 1.1286 -9.3660 1.3631  0.277
H -0.0877 -10.6916 1.0144  0.330
H 1.1209 -8.6470 -0.9187  0.354
H -0.8385 -10.9172 -1.2865  0.311
H -0.1922 -10.1449 -2.7059  0.365
H -1.0833 -9.2373 -1.3299  0.338
H 2.2301 -10.8485 -1.7244  0.263
H 1.3805 -11.6264 -0.7665  0.267
C 1.3103 1.5836 -2.2096  -0.734
O 0.7026 0.3687 -1.7629  -0.313
C -0.6357 0.2446 -2.2138  -0.473
C -1.2713 -0.9557 -1.5986  -0.751
N -1.4074 -0.7396 -0.1671  -0.366
C -1.8576 -1.9340 0.6274  -0.551
C -1.7741 -1.5410 2.1257  -0.444
O -1.6609 -2.7468 2.9318  -0.314
C -0.6045 -2.7124 3.8447  -0.670
H 0.7776 1.9557 -3.0847  0.351
H 2.3637 1.3105 -2.2721  0.199
H 1.1611 2.3629 -1.4622  0.267
H -0.7152 0.0203 -3.2775  0.407
H -1.3048 1.0622 -1.9455  0.326
H -0.7085 -1.8862 -1.6729  0.424
H -2.2680 -1.2118 -1.9578  0.352
H -0.4817 -0.4141 0.0722  0.254
H -1.1541 -2.7490 0.4573  0.297
H -2.8384 -2.2107 0.2407  0.340
H -2.7926 -1.2505 2.3836  0.167
H -1.0527 -0.7451 2.3107  0.436
H -0.0531 -1.7740 3.9047  0.295
H 0.1342 -3.4403 3.5091  0.258
H -0.8106 -3.0242 4.8687  0.244
C 0.0282 6.5965 2.3592  -0.733
O 0.8430 7.7247 2.7379  -0.324
C 2.2575 7.4337 2.5309  -0.471
C 2.8906 8.7097 2.0488  -0.307
N 4.0049 8.4994 1.1556  -0.384
C 4.3285 9.5964 0.2890  -0.945
C 3.5347 9.5090 -1.0267  -0.361
O 3.8658 8.2039 -1.6650  -0.371
C 2.9933 8.0972 -2.8846  -0.707
H 0.4510 5.7183 2.8473  0.312
H -0.1190 6.3268 1.3134  0.276
H -1.0030 6.7015 2.6963  0.281
H 2.4763 6.7718 1.6930  0.383
H 2.7368 7.1801 3.4764  0.236
H 3.1398 9.2218 2.9782  0.210
H 2.1629 9.2610 1.4534  0.299
H 3.8111 7.7711 0.4832  0.265
H 5.4164 9.6005 0.2222  0.365
H 4.0696 10.5818 0.6763  0.369
H 3.8858 10.3094 -1.6779  0.440
H 2.4619 9.6025 -0.8581  0.342
H 3.6670 7.5415 -3.5369  0.234
H 2.7520 9.0856 -3.2757  0.323
H 2.0594 7.6022 -2.6187  0.270
C 4.3102 -4.9492 -4.4929  -1.362
C 4.1211 -3.4615 -4.7747  0.770
C 3.1164 -3.0514 -5.7966  -1.336
O 3.8608 -2.8692 -3.4815  -0.528
H 5.2688 -5.1121 -4.0002  0.308
H 4.2645 -5.6017 -5.3648  0.387
H 3.4699 -5.4729 -4.0370  0.352
H 5.1157 -3.0873 -5.0175  0.107
H 2.1335 -3.3063 -5.4004  0.347
H 3.2745 -3.5752 -6.7394  0.336
H 3.0699 -1.9904 -6.0420  0.366
H 3.6030 -1.9557 -3.6252  0.250
C -9.2211 3.5222 6.6085  -1.362
C -8.1113 4.3638 5.9099  0.575
C -7.8945 3.7013 4.6221  -1.315
O -8.5728 5.7427 5.7662  -0.556
H -8.8824 2.4923 6.4960  0.359
H -10.1432 3.6685 6.0460  0.399
H -9.4915 3.8322 7.6179  0.354
H -7.1331 4.3225 6.3889  0.203
H -8.8117 3.7091 4.0332  0.297
H -7.5482 2.6705 4.6969  0.379
H -7.3548 4.3955 3.9780  0.348
H -9.4348 5.8339 6.1788  0.319